1.
Density functional theory data (ωB97M-V with the def2-TZVPD basis set) for an isolated molecule of C2H6OSi at a distorted geometry.

```
10
Properties=species:S:1:pos:R:3:forces:R:3:nbo_charge:R:1
C 1.215 -1.040 0.224 -0.47 0.16 0.01 -1.13
Si -0.501 -0.285 0.084 -1.69 -1.44 -0.25 1.51
C -0.858 1.416 -0.530 0.15 -0.70 0.07 -0.48
O -0.818 1.104 0.908 0.01 0.25 0.75 -0.87
H 1.289 -1.626 1.137 -0.05 -0.09 0.12 0.25
H 1.430 -1.703 -0.610 -0.06 -0.09 -0.14 0.25
H 1.989 -0.276 0.258 -0.09 0.16 -0.04 0.25
H -1.812 -1.427 0.181 2.23 1.75 -0.24 -0.18
H -1.848 1.712 -0.846 -0.15 0.01 -0.14 0.20
H -0.086 2.126 -0.804 0.11 -0.03 -0.14 0.20
```
Positions in Å, forces in eV/Å.

Values from the calculation:
Electronic energy in eV: -12095.337
Gap between HOMO and LUMO in eV: 10.584
Molecular weight in g mol⁻¹: 74.2
HOMO energy in eV: -9.6
Energy above the lowest of the compared OMol25 structures with the same formula, charge and spin in kcal per mole: 34.9
Spin multiplicity: 1
E_LUMO in Eh: 0.03543
F_max in eV/Å: 2.850

2.
Density functional theory data (ωB97M-V with the def2-TZVPD basis set) for a structure of composition C2H6OTl at a distorted geometry.

```
10
Properties=species:S:1:pos:R:3:forces:R:3:mulliken_charge:R:1
H 3.071 0.316 -0.355 -0.40 0.14 0.22 0.12
C -1.469 0.237 0.021 -2.04 -0.41 -0.25 -0.46
O -0.102 0.521 0.174 0.20 -1.83 -0.07 -0.17
C 0.855 -0.576 0.043 -4.19 -3.79 -0.35 -0.70
H -2.000 1.198 0.030 0.17 -0.36 0.10 0.24
H -1.663 -0.275 -0.936 0.22 0.23 0.29 0.29
H -1.799 -0.415 0.846 0.09 0.36 -0.26 0.28
H 0.677 -1.107 -0.908 0.59 0.51 0.13 0.36
H 0.686 -1.273 0.882 0.82 0.45 0.01 0.34
Tl 1.744 1.373 0.203 4.53 4.71 0.18 0.71
```
Positions in Å, forces in eV/Å.

Values from the calculation:
Electronic energy in eV: -8898.404
Gap between HOMO and LUMO (spin up / spin down) in eV: 7.544 / 6.689
Molecular weight in g mol⁻¹: 250.5
HOMO energy (spin up / spin down) in eV: -14.6 / -13.7
Energy above the lowest of the compared OMol25 structures with the same formula, charge and spin in kcal per mole: 28.7
Spin multiplicity: 1
E_LUMO (spin up / spin down) in Eh: -0.25797 / -0.25869
F_max in eV/Å: 6.540
Net charge: +1

3.
Density functional theory data (ωB97M-V with the def2-TZVPD basis set) for a cluster of 2 separate species, C2H6P2 in total at a distorted geometry.

```
10
Properties=species:S:1:pos:R:3:forces:R:3:nbo_charge:R:1
C 1.674 0.315 -0.393 1.10 -0.90 -1.13 -0.71
C 0.880 -0.429 0.678 0.84 -2.61 -1.57 -0.29
P -3.212 -0.663 -0.222 -0.22 -0.05 -0.06 -0.07
P -2.048 0.883 0.261 -0.45 -0.36 -0.20 0.05
H 1.963 -0.277 -1.379 -1.08 0.93 2.10 0.22
H 1.176 1.250 -0.693 0.05 -0.33 0.06 0.22
H 2.695 0.633 -0.033 -0.88 -0.26 0.07 0.22
H 0.546 0.127 1.523 -0.09 0.03 0.52 0.18
H 0.921 -1.639 0.723 -0.22 3.29 -0.02 0.19
H -4.595 -0.200 -0.465 0.94 0.25 0.25 -0.01
```
Positions in Å, forces in eV/Å.

Values from the calculation:
Electronic energy in eV: -20744.343
Gap between HOMO and LUMO (spin up / spin down) in eV: 7.037 / 7.356
Molecular weight in g mol⁻¹: 92.0
HOMO energy (spin up / spin down) in eV: -8.2 / -8.2
Energy above the lowest of the compared OMol25 structures with the same formula, charge and spin in kcal per mole: 63.4
Spin multiplicity: 1
E_LUMO (spin up / spin down) in Eh: -0.04164 / -0.02940
F_max in eV/Å: 3.299

4.
Density functional theory data (ωB97M-V with the def2-TZVPD basis set) for an isolated molecule of C2H6P2 at a distorted geometry.

```
10
Properties=species:S:1:pos:R:3:forces:R:3:nbo_charge:R:1
P -1.836 -0.571 -0.320 -0.42 -0.24 -1.31 0.39
C -0.165 0.043 -0.528 0.89 4.01 -2.44 -0.75
C 0.679 0.236 0.661 0.91 0.61 -1.48 -0.65
P 1.585 -0.681 -0.702 -1.47 -0.68 0.46 0.45
H -1.978 0.214 0.800 -0.55 0.54 0.80 -0.04
H -1.401 -1.619 0.439 0.06 -1.21 0.70 -0.05
H -0.189 1.131 -1.109 -0.15 -3.05 1.08 0.24
H 0.999 1.272 0.791 -0.12 -0.59 0.92 0.24
H 0.343 -0.456 1.385 0.32 -0.06 1.55 0.23
H 1.963 0.433 -1.417 0.52 0.68 -0.28 -0.05
```
Positions in Å, forces in eV/Å.

Values from the calculation:
Electronic energy in eV: -20746.333
Gap between HOMO and LUMO in eV: 10.257
Molecular weight in g mol⁻¹: 92.0
HOMO energy in eV: -9.3
Energy above the lowest of the compared OMol25 structures with the same formula, charge and spin in kcal per mole: 17.5
Spin multiplicity: 1
E_LUMO in Eh: 0.03668
F_max in eV/Å: 4.778